Density functional theory data (ωB97M-V/def2-TZVPD) for C28H47BrNOP3Zn as an isolated structure at a distorted geometry.

Summary:
HOMO-LUMO gap (spin up / spin down) = 5.7 / 6.1 eV
Net charge = +2
Electronic energy = -6601.79925 Ha

Cartesian coordinates (Å):
C  -0.220  5.976  -3.527
C  -0.266  4.684  -4.106
C  -0.736  4.574  -5.432
C  -1.045  5.742  -6.152
N  -0.933  6.951  -5.598
C  -0.536  7.085  -4.328
C  -0.040  3.457  -3.375
C  -0.463  2.864  -2.292
C  -1.364  2.585  -1.227
C  -0.813  2.055  -0.055
C  -1.598  1.327  0.826
C  -2.981  1.220  0.634
C  -3.546  1.836  -0.500
C  -2.760  2.483  -1.441
Zn  0.554  1.374  -2.928
P  2.063  -1.564  0.653
H  -0.878  3.587  -5.885
H  0.058  6.132  -2.473
H  -1.373  5.657  -7.195
H  -0.461  8.108  -3.936
H  -3.142  2.889  -2.368
H  0.267  2.149  0.113
H  -4.609  1.809  -0.613
H  -1.166  0.922  1.736
C  2.369  -3.119  1.649
C  3.428  -4.116  1.185
H  1.389  -3.615  1.713
H  2.604  -2.769  2.666
H  3.491  -4.937  1.914
H  3.190  -4.571  0.214
H  4.429  -3.666  1.121
C  3.008  -1.796  -0.919
C  3.804  -0.607  -1.460
H  2.248  -2.079  -1.662
H  3.660  -2.666  -0.803
H  3.827  -0.666  -2.556
H  3.361  0.352  -1.175
H  4.848  -0.619  -1.124
C  3.146  -0.408  1.591
C  4.594  -0.840  1.805
H  2.625  -0.258  2.548
H  3.108  0.549  1.051
H  5.189  0.020  2.133
H  4.691  -1.609  2.579
H  5.071  -1.220  0.896
Br  -4.035  0.418  1.906
P  -0.893  -1.898  -0.479
C  0.041  -3.400  -1.127
C  -0.646  -4.717  -1.483
H  0.786  -3.605  -0.327
H  0.611  -3.034  -1.996
H  0.113  -5.396  -1.913
H  -1.065  -5.230  -0.607
H  -1.426  -4.593  -2.241
C  -1.970  -2.837  0.773
C  -3.402  -3.298  0.453
H  -2.008  -2.120  1.616
H  -1.376  -3.709  1.114
H  -3.927  -3.471  1.403
H  -3.985  -2.552  -0.093
H  -3.416  -4.250  -0.100
C  -2.216  -1.398  -1.676
C  -2.405  -2.231  -2.935
H  -1.941  -0.367  -1.938
H  -3.168  -1.301  -1.143
H  -2.844  -1.601  -3.721
H  -1.467  -2.629  -3.333
H  -3.096  -3.071  -2.782
C  -0.807  0.269  5.790
P  -0.196  1.116  4.306
C  -1.465  2.378  3.980
C  1.261  2.085  4.813
O  0.106  0.178  3.170
H  0.040  -0.229  6.282
H  -1.546  -0.479  5.469
H  -1.270  0.992  6.479
H  -1.465  3.107  4.807
H  -1.236  2.892  3.038
H  -2.450  1.894  3.898
H  2.052  1.389  5.130
H  1.616  2.656  3.943
H  0.999  2.776  5.630